(1)
Density functional theory data (ωB97M-V/def2-TZVPD) for a molecular structure, C14H16AsCsI2O6PS.

Geometry (Å):
Cs -1.01 2.18 -0.45
O 1.44 -1.60 0.45
As 1.11 -0.59 1.88
O -0.21 0.39 1.52
O 0.91 -1.62 3.13
C 2.73 0.44 2.17
C 3.39 0.01 3.32
C 4.57 0.62 3.73
C 5.10 1.67 2.99
C 4.44 2.10 1.85
C 3.26 1.50 1.44
S 2.50 2.22 -0.03
O 1.58 3.24 0.48
O 3.61 2.75 -0.80
O 1.78 1.12 -0.68
H 1.33 -2.50 0.78
H 2.96 -0.80 3.89
H 5.07 0.27 4.63
H 6.02 2.14 3.30
H 4.84 2.91 1.25
C -3.44 -3.21 -1.65
P -2.66 -1.91 -0.60
C -4.18 -0.97 -0.15
C -1.97 -0.83 -1.92
C -2.75 -0.09 -2.81
C -2.16 0.72 -3.77
C -0.78 0.80 -3.85
C 0.01 0.07 -2.98
C -0.58 -0.73 -2.01
H -4.08 -2.79 -2.42
H -4.03 -3.86 -1.01
H -2.66 -3.81 -2.12
H -4.94 -0.98 -0.94
H -3.93 0.06 0.09
H -4.61 -1.41 0.75
H -3.83 -0.15 -2.76
H -2.78 1.30 -4.45
H -0.31 1.45 -4.59
H 1.09 0.17 -2.99
H 0.05 -1.24 -1.29
I -2.17 0.37 2.72
I -4.71 0.58 3.90

The energy relative to the best compared isomer or geometry (same formula, charge and spin) comes out at 1.5 kcal per mole. Its spin multiplicity is 1. The HOMO-LUMO gap is 7.54 eV. The value obtained for the total energy is -124779.3854 eV. Its net charge is -1. The largest force on an atom is 0.40 eV Å⁻¹.

Which charges does Mulliken predict for the atoms? In e, they are: 1.187, -0.521, 0.898, -0.573, -0.749, -0.118, -0.571, -0.554, -0.507, -0.705, 0.361, 1.294, -0.806, -0.801, -0.588, 0.277, 0.527, 0.376, 0.366, 0.453, -1.279, 0.351, -1.119, 0.502, 0.099, -0.761, -0.351, -0.386, -0.530, 0.329, 0.408, 0.352, 0.331, 0.263, 0.356, 0.241, 0.359, 0.373, 0.283, 0.149, 0.231, -0.447

---

(2)
Density functional theory data (ωB97M-V/def2-TZVPD) for a molecular structure, C21H24BrN4OPt in a non-equilibrium geometry.

Geometry (Å):
Pt 0.11 0.08 -0.19
C 0.90 3.32 -0.38
N -0.28 2.50 -0.12
C -1.35 2.78 -1.07
C -0.68 2.58 1.26
C -1.59 3.51 1.73
C -2.00 3.49 3.06
C -1.52 2.52 3.92
C -0.60 1.59 3.47
C -0.12 1.63 2.15
N 0.80 0.76 1.60
C 1.78 0.10 2.25
C 2.20 0.36 3.58
C 3.05 -0.52 4.22
C 3.48 -1.67 3.58
C 3.21 -1.86 2.24
C 2.44 -0.95 1.54
N 2.28 -0.97 0.13
C 3.08 0.09 -0.50
C 2.52 -2.24 -0.53
H 0.66 4.39 -0.31
H 1.28 3.11 -1.38
H 1.67 3.10 0.35
H -1.65 3.83 -1.06
H -2.20 2.15 -0.84
H -0.99 2.55 -2.08
H -2.00 4.26 1.07
H -2.71 4.22 3.40
H -1.87 2.47 4.94
H -0.27 0.79 4.12
H 1.87 1.27 4.06
H 3.36 -0.31 5.23
H 4.09 -2.39 4.10
H 3.65 -2.71 1.74
H 4.13 -0.21 -0.58
H 3.03 1.00 0.10
H 2.70 0.30 -1.50
H 3.58 -2.53 -0.51
H 2.21 -2.16 -1.58
H 1.93 -3.02 -0.06
O -5.99 -2.35 -0.05
C -4.87 -1.65 0.14
C -4.68 -0.74 1.18
C -3.47 -0.07 1.27
N -2.48 -0.24 0.41
C -2.69 -1.09 -0.58
Br -1.21 -1.18 -1.81
C -3.82 -1.84 -0.77
H -6.65 -2.17 0.63
H -5.47 -0.55 1.89
H -3.28 0.63 2.07
H -3.92 -2.55 -1.57

The energy relative to the best compared isomer or geometry (same formula, charge and spin) comes out at 52.8 kcal per mole. Its spin multiplicity is 1. The HOMO-LUMO gap (alpha / beta) is 5.60 / 5.60 eV. The value obtained for the total energy is -103456.0412 eV. Its net charge is +1. The largest force on an atom is 3.84 eV Å⁻¹.

Which charges does natural (NBO) predict for the atoms? In e, they are: 0.848, -0.411, -0.487, -0.416, 0.171, -0.244, -0.232, -0.194, -0.250, 0.110, -0.578, 0.145, -0.272, -0.174, -0.245, -0.232, 0.133, -0.438, -0.418, -0.418, 0.201, 0.210, 0.219, 0.192, 0.217, 0.213, 0.222, 0.226, 0.227, 0.233, 0.229, 0.227, 0.225, 0.220, 0.204, 0.225, 0.208, 0.205, 0.213, 0.225, -0.623, 0.384, -0.318, 0.079, -0.517, 0.170, 0.195, -0.326, 0.501, 0.236, 0.228, 0.257

---

(3)
Density functional theory data (ωB97M-V/def2-TZVPD) for 2 unconnected molecules or ions with the total composition C8H16O2 in a non-equilibrium geometry.

Geometry (Å):
O 1.11 -1.78 1.73
C 1.58 -0.71 1.29
C 2.27 0.32 2.17
C 1.15 -1.49 -1.03
C 1.42 -0.29 -0.19
H 2.36 1.25 1.59
H 3.29 -0.01 2.45
H 1.70 0.53 3.09
H 0.14 -1.88 -0.83
H 1.88 -2.30 -0.85
H 1.21 -1.19 -2.09
H 2.36 0.18 -0.54
H 0.61 0.45 -0.29
O -2.65 -0.98 -0.74
C -1.75 -0.23 -0.23
C -0.98 -0.60 1.06
C -2.35 1.62 -2.00
C -1.40 1.09 -0.85
H -1.70 -0.61 1.90
H -0.20 0.14 1.28
H -0.52 -1.60 0.99
H -2.30 0.93 -2.86
H -1.98 2.61 -2.32
H -3.40 1.71 -1.68
H -0.32 1.07 -1.08
H -1.55 1.77 0.01

The energy relative to the best compared isomer or geometry (same formula, charge and spin) comes out at 67.0 kcal per mole. As for the SMILES: CCC(C)=O.CCC(C)=O. Its spin multiplicity is 1. The HOMO-LUMO gap is 10.15 eV. The value obtained for the total energy is -12648.4774 eV. Its net charge is 0. The largest force on an atom is 4.59 eV Å⁻¹.

Which charges does natural (NBO) predict for the atoms? In e, they are: -0.573, 0.622, -0.729, -0.616, -0.539, 0.215, 0.252, 0.244, 0.224, 0.225, 0.212, 0.225, 0.230, -0.567, 0.589, -0.729, -0.603, -0.508, 0.251, 0.193, 0.287, 0.221, 0.207, 0.224, 0.217, 0.224

---

(4)
Density functional theory data (ωB97M-V/def2-TZVPD) for 6 unconnected molecules or ions with the total composition CH13O5S in a non-equilibrium geometry.

Geometry (Å):
C -1.83 2.22 0.57
S -0.45 1.30 -0.26
H -2.02 2.03 1.66
H -2.84 1.98 0.19
H -1.63 3.27 0.43
H 2.03 1.34 -3.37
H 1.65 0.14 -2.42
O 1.68 0.43 -3.35
H -0.06 -1.29 -1.78
H 0.79 -0.74 -0.69
O 0.77 -1.60 -1.25
H -2.85 -1.97 1.31
H -1.93 -0.82 0.53
O -2.48 -1.64 0.58
H 1.77 -2.26 1.23
H 0.58 -3.36 1.17
O 1.50 -3.15 1.34
H 1.12 1.72 1.26
H 2.12 0.75 1.35
O 2.07 1.66 1.50

The energy relative to the best compared isomer or geometry (same formula, charge and spin) comes out at 44.5 kcal per mole. Its spin multiplicity is 1. The HOMO-LUMO gap is 7.36 eV. The value obtained for the total energy is -22321.4858 eV. Its net charge is -1. The largest force on an atom is 5.68 eV Å⁻¹.

Which charges does natural (NBO) predict for the atoms? In e, they are: -0.720, -0.741, 0.178, 0.183, 0.190, 0.465, 0.491, -0.961, 0.486, 0.480, -0.980, 0.463, 0.523, -1.005, 0.480, 0.490, -0.970, 0.488, 0.444, -0.981

---

(5)
Density functional theory data (ωB97M-V/def2-TZVPD) for 2 unconnected molecules or ions with the total composition CH4O3S in a non-equilibrium geometry.

Geometry (Å):
C -0.13 0.63 -1.32
O 1.18 0.69 -1.70
O -0.62 -0.45 -1.13
O 0.32 1.06 1.22
S -0.69 0.21 1.79
H -0.55 1.55 -1.20
H 1.61 -0.18 -1.79
H -1.58 0.05 0.70
H -0.25 -1.03 1.58

The energy relative to the best compared isomer or geometry (same formula, charge and spin) comes out at 51.2 kcal per mole. Its spin multiplicity is 1. The HOMO-LUMO gap is 10.34 eV. The value obtained for the total energy is -18077.6275 eV. Its net charge is 0. The largest force on an atom is 5.54 eV Å⁻¹.

Which charges does natural (NBO) predict for the atoms? In e, they are: 0.671, -0.692, -0.623, -1.017, 0.942, 0.138, 0.497, 0.062, 0.021

---

(6)
Density functional theory data (ωB97M-V/def2-TZVPD) for 2 unconnected molecules or ions with the total composition C7H15NO in a non-equilibrium geometry.

Geometry (Å):
C 0.61 -0.08 1.34
C -1.92 -0.22 -1.11
C 0.51 -0.52 -2.83
C 0.10 1.73 -0.39
C 0.69 -1.61 1.38
C 0.08 0.48 2.68
C -0.29 0.41 0.23
O -0.12 -0.76 -1.62
N -1.49 -0.16 0.15
H 1.61 0.33 1.17
H -2.71 -0.94 -1.31
H -1.84 0.61 -1.82
H 0.33 -1.32 -3.56
H 0.20 0.44 -3.30
H 1.60 -0.46 -2.68
H 1.07 1.65 -0.88
H -0.62 2.09 -1.10
H 0.20 2.46 0.42
H 1.03 -2.00 0.42
H -0.29 -2.03 1.58
H 1.38 -1.92 2.17
H 0.73 0.16 3.50
H 0.05 1.57 2.68
H -0.92 0.10 2.87

The energy relative to the best compared isomer or geometry (same formula, charge and spin) comes out at 95.7 kcal per mole. Its spin multiplicity is 1. The HOMO-LUMO gap is 9.09 eV. The value obtained for the total energy is -11036.5265 eV. Its net charge is 0. The largest force on an atom is 1.39 eV Å⁻¹.

Which charges does natural (NBO) predict for the atoms? In e, they are: -0.316, 0.156, -0.254, -0.716, -0.598, -0.588, 0.612, -0.692, -0.627, 0.202, 0.190, 0.151, 0.169, 0.143, 0.177, 0.240, 0.222, 0.235, 0.229, 0.223, 0.202, 0.215, 0.203, 0.222